Here is a 2-piece molecular cluster, C4HF3N2O2S overall from the Open Molecules 2025 dataset. Energies are from ωB97M-V with the def2-TZVPD basis set.

- LUMO (alpha / beta) (eV) = -2.91 / -3.43
- frontier orbital gap (alpha / beta) (eV) = 7.795 / 7.030
- multiplicity = 1

Geometry (Å):
C 0.056 1.623 2.277
C -0.961 1.446 0.181
C -0.060 0.916 1.137
C -2.131 -2.586 -1.610
N 0.297 2.343 3.191
N -1.716 1.684 -0.618
O -2.892 -1.839 1.194
O -0.497 -1.930 0.654
F -1.041 -2.950 -2.250
F -2.733 -3.742 -1.326
F -2.779 -1.760 -2.399
S -1.849 -1.594 0.236
H 0.160 -0.128 0.894

Cartesian forces (eV/Å) of the 3 atoms listed first:
C 1.72 2.35 3.58
C 2.57 -1.01 2.39
C -1.28 -0.62 -1.91

=====

Here is a 2-piece molecular cluster, H4NO2PS overall from the Open Molecules 2025 dataset. Energies are from ωB97M-V with the def2-TZVPD basis set.

- LUMO (eV) = -0.61
- frontier orbital gap (eV) = 9.234
- multiplicity = 1
- structure (SMILES) = O=S1#[PH]O1.N

Geometry (Å):
N -2.219 -0.571 -0.769
O 1.850 -1.702 0.865
O 1.592 0.624 -0.440
P 0.620 1.034 0.958
S 2.322 -0.311 0.877
H -1.799 -0.523 -1.801
H -1.530 -1.063 -0.171
H 1.422 2.149 0.950
H -2.259 0.363 -0.469

Cartesian forces (eV/Å) of the 3 atoms listed first:
N 1.63 -1.66 -2.96
O 0.34 1.02 0.04
O -0.08 -1.83 1.53

=====

Here is one molecule with the formula C4H8FNO2 from the Open Molecules 2025 dataset. Energies are from ωB97M-V with the def2-TZVPD basis set.

- LUMO (eV) = 0.26
- frontier orbital gap (eV) = 10.721
- multiplicity = 1
- structure (SMILES) = CC[C@@H](F)NC(=O)O

Geometry (Å):
C 1.720 -0.816 -0.098
C 1.106 0.560 0.547
C -0.064 1.284 -0.365
F 0.283 1.295 -1.836
N -1.469 0.804 -0.082
C -1.692 -0.641 -0.469
O -1.490 -1.138 -1.714
O -2.116 -1.581 0.614
H 2.331 -1.354 0.774
H 2.481 -0.662 -0.973
H 0.927 -1.597 -0.460
H 2.009 1.340 0.581
H 0.749 0.392 1.660
H -0.041 2.436 -0.052
H -1.693 0.975 0.933
H -3.041 -1.296 0.938

Cartesian forces (eV/Å) of the 3 atoms listed first:
C 0.49 -0.95 0.88
C 1.04 0.27 -1.24
C 1.24 1.74 0.24

=====

Here is C34H40Cl3F3N6O6SSiTa as an isolated structure from the Open Molecules 2025 dataset. Energies are from ωB97M-V with the def2-TZVPD basis set.

- LUMO (eV) = 1.36
- total charge = -1
- frontier orbital gap (eV) = 6.633
- multiplicity = 1

Geometry (Å):
Ta 0.409 0.387 -0.581
C 3.426 1.463 1.732
C 2.516 2.524 1.198
C 2.720 3.840 1.566
C 1.826 4.819 1.130
C 0.743 4.481 0.364
C 0.561 3.118 0.014
N 1.476 2.194 0.410
N -0.448 2.543 -0.650
Si -1.726 3.533 -1.320
C -2.667 4.335 0.103
C -2.999 2.628 -2.343
C -1.013 4.837 -2.474
H 4.201 1.922 2.345
H 3.879 0.889 0.928
H 2.845 0.774 2.348
H 3.563 4.092 2.194
H 1.981 5.854 1.413
H 0.031 5.225 0.051
H -3.122 3.556 0.722
H -3.476 4.956 -0.292
H -2.050 4.960 0.750
H -4.000 2.974 -2.074
H -2.965 1.556 -2.219
H -2.839 2.827 -3.404
H -0.274 5.501 -2.030
H -1.824 5.451 -2.876
H -0.535 4.323 -3.314
C 0.415 -0.307 4.987
C -0.569 0.169 3.922
C -1.212 1.484 4.350
C -1.640 -0.904 3.694
N 0.253 0.402 2.718
N -0.486 0.908 1.600
H -0.102 -0.495 5.930
H 1.190 0.443 5.150
H 0.898 -1.236 4.676
H -1.676 1.371 5.331
H -1.990 1.798 3.652
H -0.457 2.272 4.412
H -2.187 -1.098 4.619
H -1.176 -1.840 3.373
H -2.365 -0.608 2.934
H 0.593 -0.502 2.398
H -0.558 1.912 1.706
H -1.440 0.536 1.545
F -1.303 -6.072 -4.628
C -0.054 -5.581 -4.545
F 0.722 -6.556 -4.036
F 0.368 -5.378 -5.812
C 0.015 -4.320 -3.733
C 1.215 -3.925 -3.167
C 1.249 -2.736 -2.457
N 0.187 -1.953 -2.285
C -0.958 -2.352 -2.829
C -1.097 -3.517 -3.566
H 2.108 -4.527 -3.262
H 2.164 -2.387 -1.995
H -1.808 -1.717 -2.653
H -2.060 -3.790 -3.973
Cl -4.089 -0.784 -2.841
C -4.054 -0.830 -1.066
Cl -5.573 -0.125 -0.485
Cl -3.926 -2.521 -0.544
C -2.820 -0.099 -0.401
O -3.045 0.350 0.714
O -1.743 -0.118 -1.057
S 2.508 -0.298 -0.819
O -0.796 -3.373 0.035
C -0.062 -2.626 0.652
O -0.033 -1.335 0.574
C 0.929 -3.212 1.638
C 0.663 -4.471 2.170
C 1.514 -5.032 3.104
C 2.640 -4.316 3.478
C 2.940 -3.072 2.955
C 2.067 -2.517 2.031
N 3.552 -4.905 4.475
O 4.508 -4.244 4.832
O 3.301 -6.021 4.886
H -0.221 -4.996 1.834
H 1.325 -6.001 3.541
H 3.835 -2.555 3.268
H 2.277 -1.550 1.588
C 0.563 2.282 -5.275
C -0.498 1.469 -4.910
C -0.537 0.891 -3.644
C 0.475 1.079 -2.700
C 1.544 1.895 -3.107
C 1.585 2.494 -4.359
H 0.598 2.737 -6.258
H -1.306 1.282 -5.609
H -1.395 0.281 -3.395
H 2.371 2.065 -2.427
H 2.430 3.120 -4.625

Cartesian forces (eV/Å) of the 3 atoms listed first:
Ta -0.05 0.13 0.56
C -0.02 0.00 0.01
C 0.01 0.00 0.03

=====

Max |F|: 4.614, 3.764, 9.490, 0.576 (eV/A)
M: 198.125, 113.078, 121.111, 1033.184 (g/mol)
E_tot: -30221.889, -25771.854, -12577.194, -123123.939 (eV)